## P
10
Properties=species:S:1:pos:R:3 method="wB97M-V/def2-TZVPD" homo_lumo_gap_ha="0.2602 / 0.2898" charge=0 e_homo_ev="-7.5 / -8.1"
C 1.009 0.258 0.017
H 3.664 -0.586 -0.845
O 1.724 -0.940 0.100
H -1.257 -1.393 0.044
C 3.042 -0.241 -0.039
H -2.401 0.024 0.524
C -0.344 0.631 0.264
H -0.612 1.727 0.416
C -1.321 -0.295 0.261
O 2.161 0.957 -0.072

---

## Q
10
Properties=species:S:1:pos:R:3 method="wB97M-V/def2-TZVPD" homo_lumo_gap_ha=0.3994 charge=0 e_homo_ev=-10.2
C 0.933 0.317 0.028
H 0.204 -1.756 -0.047
H -2.923 1.259 -0.553
C -0.089 -0.730 0.332
O 0.828 1.450 0.345
H 0.036 -0.969 1.472
C -1.466 -0.351 -0.003
C -2.258 0.516 -0.402
H 2.626 0.508 -0.721
O 2.109 -0.244 -0.453

---

What are the relative energies? In kJ/mol: P 294.0; Q 0.0.

---

## P
10
Properties=species:S:1:pos:R:3 method="wB97M-V/def2-TZVPD" homo_lumo_gap_ha=0.3864 charge=0 e_homo_ev=-10.6
O 0.047 -1.649 -0.191
C 2.556 0.449 0.596
C 0.136 -0.445 -0.056
O -2.265 -0.355 0.022
H -1.139 1.294 0.360
H 3.557 0.696 0.885
C -1.122 0.397 -0.264
H -2.098 -1.252 -0.304
H -1.107 0.724 -1.320
C 1.435 0.140 0.272

---

## Q
10
Properties=species:S:1:pos:R:3 method="wB97M-V/def2-TZVPD" homo_lumo_gap_ha=0.4036 charge=0 e_homo_ev=-10.1
C 0.448 0.730 -0.945
O -0.810 -1.108 1.810
O -1.560 -0.018 -0.051
H -0.249 -1.567 -0.061
C -0.724 -0.152 1.060
H -0.180 1.570 -1.256
H 1.399 0.669 -1.466
C 0.522 0.379 0.510
C -0.292 -0.525 -0.552
H 1.447 0.023 0.950

---

What are the relative energies? In kJ/mol: P 0.0; Q 178.3.